# C22H20N7O3PdS

A structure of composition C22H20N7O3PdS (the ωB97M-V functional and the def2-TZVPD basis, the OMol25 dataset).

Structure (XYZ):
```
54
Properties=species:S:1:pos:R:3:forces:R:3
H 1.718 -7.324 2.297 0.055 -0.021 0.032
H -2.509 4.689 0.510 0.003 0.000 0.009
C 1.791 -2.805 0.835 0.025 0.044 -0.006
C 3.791 -5.021 2.655 -2.059 -0.326 -1.963
C -4.153 0.749 -4.361 0.001 -0.007 -0.011
H 3.435 -1.604 1.546 -0.003 0.063 0.002
C -2.646 3.058 2.336 -0.030 -0.054 0.098
H -3.281 2.155 4.158 0.024 0.022 0.018
C -0.601 5.678 -2.659 -0.051 -0.043 0.089
O 6.105 -5.220 2.285 -0.641 -0.056 -0.166
Pd 0.074 1.420 -0.752 -0.273 1.021 0.245
C -1.750 1.008 3.156 0.026 -0.063 0.019
C 2.504 -1.621 0.997 0.066 -0.071 -0.038
C -3.007 -0.233 -4.083 -0.085 0.014 -0.042
C 0.481 3.585 -2.416 0.029 -0.013 -0.115
H -4.663 1.032 -3.442 -0.007 -0.003 -0.002
N 3.372 -6.155 2.825 0.904 -0.529 0.565
N 0.862 -0.420 -0.247 -0.512 -0.260 0.419
C -2.071 0.280 -3.088 -0.033 0.057 0.011
S 6.047 -4.788 3.653 1.082 0.338 1.255
H -0.755 6.607 -3.191 0.015 0.010 0.011
C -1.802 2.943 1.225 0.205 0.054 -0.231
O 5.933 -5.749 4.681 0.143 -0.051 -0.038
H 0.025 -3.651 -0.104 -0.025 0.015 0.017
H 1.185 2.824 -2.739 -0.026 -0.036 0.041
C 0.181 -1.559 -0.426 0.151 -0.099 -0.056
H -0.726 -1.498 -1.009 -0.033 0.038 0.049
N -1.359 0.701 -2.291 0.297 -0.231 -0.459
C 2.293 -4.053 1.472 -0.398 0.036 -0.009
C -1.339 5.396 -1.538 0.104 0.084 -0.126
C -2.626 2.085 3.301 -0.026 0.046 -0.050
N -0.253 3.296 -1.313 -0.222 -0.284 -0.294
C -1.138 4.185 -0.862 0.053 -0.036 0.289
N -1.855 3.956 0.285 -0.197 -0.062 -0.039
H -2.441 -0.448 -4.991 0.032 0.004 0.014
H -3.302 3.915 2.425 0.002 0.007 -0.024
C 2.179 -6.349 2.207 -0.339 0.178 -0.087
H 0.702 -5.442 0.964 -0.017 0.013 0.025
H -3.390 -1.186 -3.711 0.021 0.003 0.037
H -2.068 6.103 -1.163 -0.009 -0.021 0.030
C -0.959 0.959 2.043 0.006 0.089 0.130
H 0.967 4.943 -3.971 -0.005 -0.004 -0.005
H -3.789 1.644 -4.862 0.001 0.015 0.025
C 1.629 -5.285 1.496 0.285 0.046 0.117
H 2.555 0.476 0.547 -0.064 0.028 0.076
C 2.011 -0.455 0.445 0.098 0.017 -0.116
C 0.616 -2.767 0.092 0.002 -0.069 -0.032
H -1.687 0.227 3.899 -0.020 -0.004 -0.002
H -4.874 0.263 -5.013 0.007 0.014 -0.017
H -0.266 0.144 1.902 -0.007 0.013 -0.014
C 0.352 4.754 -3.105 0.051 0.016 -0.027
N -0.977 1.906 1.074 0.438 -0.341 0.101
N 3.494 -3.952 2.108 0.842 0.389 0.298
O 5.984 -3.399 3.921 0.114 0.011 -0.053
```
Positions in Å, forces in eV/Å.

Summary:
Gap between HOMO and LUMO = 5.27 eV
Total charge = +3
Electronic energy = -53997.399 eV
ΔE to the lowest compared entry with this formula, charge and spin = 392.5 kJ/mol
Highest occupied orbital energy = -16.344 eV

# C22H21BrCl60NOP2

A cluster of 16 separate species, C22H21BrCl60NOP2 in total (the ωB97M-V functional and the def2-TZVPD basis, the OMol25 dataset).

Structure (XYZ):
```
108
Properties=species:S:1:pos:R:3:forces:R:3
Cl 7.398 -3.472 -3.579 0.001 -0.090 -0.008
Cl 5.799 0.902 -6.312 0.047 -0.085 0.090
Cl -8.476 7.539 2.808 -0.008 0.011 -0.002
Cl -11.350 7.723 2.622 -0.070 0.114 0.047
Cl 5.592 -5.036 -5.200 -0.012 -0.007 0.011
C 0.519 -4.399 -4.696 -0.026 0.055 0.037
P -0.861 4.984 1.460 0.741 0.417 -0.531
Cl 1.441 -5.433 6.246 0.118 -0.263 0.062
C 5.895 -9.983 -1.683 -0.003 0.030 0.033
Cl -2.392 -0.989 6.992 0.011 -0.004 -0.003
C -4.853 2.666 -0.311 0.286 -0.128 0.427
Cl -10.460 1.623 1.842 0.002 -0.010 -0.004
Cl 0.167 -4.838 -6.374 0.017 0.004 0.022
C -2.002 2.132 3.915 0.331 0.504 0.916
Cl 4.964 6.042 -6.458 0.029 0.153 -0.184
Cl -7.549 -1.430 -3.919 -0.007 0.002 -0.013
H -0.118 3.180 3.525 -0.119 -0.053 0.007
Cl 6.296 -5.924 -2.540 -0.048 0.112 -0.039
Cl -9.742 10.115 2.512 -0.006 0.001 -0.002
C -2.490 3.425 -1.069 -0.116 -0.413 -0.775
H -2.954 3.476 5.374 0.154 -0.037 0.050
Cl 6.029 0.260 -0.058 0.250 -0.151 -0.091
Br 0.478 0.805 3.297 0.023 0.192 0.108
C -3.604 2.331 -1.142 -0.171 0.537 0.302
H -6.004 0.924 -0.831 0.046 -0.290 0.230
H -2.880 2.456 3.345 0.190 -0.188 -0.170
Cl -8.589 -3.279 -1.962 -0.013 -0.012 -0.006
H -2.137 5.573 1.194 -0.072 0.003 0.295
H -5.112 0.776 0.755 0.020 -0.097 -0.338
H -4.544 3.167 0.617 0.036 -0.043 -0.174
C 4.628 -0.416 -6.226 0.024 0.103 0.047
H -3.161 1.396 -0.779 -0.149 0.013 -0.128
Cl 1.966 -3.394 -4.634 -0.157 -0.025 -0.394
C 0.644 -7.444 0.140 0.010 0.105 0.034
Cl 6.583 5.882 -8.850 -0.026 0.027 -0.013
Cl 4.258 -9.341 -1.553 -0.036 0.012 -0.016
Cl 2.181 -1.723 -1.872 -0.159 0.004 0.036
Cl -8.630 -0.443 -1.434 -0.001 -0.007 0.009
Cl -6.122 -1.874 -1.455 -0.019 -0.049 -0.010
C -0.729 2.380 3.106 -0.261 -0.253 -0.152
H -2.330 3.810 -2.090 -0.046 0.058 0.216
Cl 8.195 2.061 -0.644 0.024 0.000 0.011
C -2.034 2.887 5.284 -0.234 -0.254 -0.259
H -2.088 1.066 4.134 -0.207 0.052 -0.311
H -2.455 2.770 1.414 0.003 0.144 0.064
Cl 7.736 -0.257 -2.305 -0.007 0.085 -0.015
Cl -0.844 -3.506 -4.018 -0.006 0.003 -0.008
C 7.693 0.367 -0.649 -0.101 0.073 -0.155
H -6.554 1.779 0.628 -0.009 -0.325 -0.156
C 6.919 -0.814 4.619 -0.049 0.032 -0.003
Cl -9.717 8.252 0.307 -0.001 -0.005 -0.001
Cl 6.765 -9.665 -0.177 0.019 -0.009 0.013
Cl 4.804 -1.272 -4.691 -0.068 0.317 -0.351
C -7.719 -1.754 -2.189 0.014 0.016 0.021
Cl 4.892 3.664 -8.091 -0.044 0.173 -0.078
Cl 7.182 -2.555 4.435 0.007 -0.016 0.004
Cl 0.187 -0.928 0.071 0.051 -0.060 -0.172
Cl 0.046 -6.906 4.192 -0.023 0.026 0.046
P -1.014 2.675 1.192 0.190 -0.783 -0.233
Cl 3.660 4.524 -3.914 -0.033 -0.051 0.026
Cl 8.796 -0.581 0.350 -0.068 -0.018 0.051
H -3.941 2.206 -2.180 0.248 -0.255 0.089
H 0.431 2.709 1.028 -0.098 -0.008 -0.010
Cl 2.930 -6.808 4.182 -0.007 0.007 -0.003
C 5.912 4.974 -7.491 -0.010 -0.146 0.127
H -0.695 5.315 2.843 -0.420 -0.032 0.083
Cl 2.227 4.112 -1.427 -0.022 -0.016 0.007
Cl 2.443 -2.512 0.899 0.108 -0.108 0.012
Cl 5.612 -0.537 5.771 0.011 -0.003 -0.014
C -9.817 8.407 2.062 0.054 -0.060 -0.017
N -1.202 2.972 -0.568 -0.289 0.307 0.218
C 1.892 -1.227 -0.195 0.027 0.111 0.115
Cl 4.597 -3.622 -2.896 0.278 -0.398 0.596
Cl -8.072 3.128 2.437 -0.037 0.052 0.074
Cl -0.152 -2.512 6.001 -0.116 0.212 -0.015
H -1.076 1.236 1.015 -0.158 -0.048 0.084
C 5.967 -4.512 -3.552 0.062 0.027 -0.007
Cl 1.398 -4.444 3.554 0.006 0.081 -0.031
Cl 1.094 -8.707 1.290 0.045 -0.046 -0.077
Cl 7.235 4.283 -6.540 0.037 -0.017 0.001
C -9.638 3.175 1.632 0.042 -0.008 -0.007
Cl 4.912 -1.541 -7.564 0.023 -0.055 0.014
Cl -10.619 4.467 2.331 0.006 -0.065 -0.044
Cl 2.810 0.238 0.133 -0.129 0.124 0.040
C -5.673 1.428 0.078 -0.206 0.964 -0.071
H -5.480 3.392 -0.848 0.045 -0.173 0.033
Cl 4.539 2.482 -2.093 0.013 0.035 0.034
C 1.456 -5.900 4.545 -0.025 0.075 0.025
H -0.922 2.129 -1.068 0.096 0.215 0.102
Cl 0.898 -8.035 -1.510 0.042 -0.263 0.111
Cl 2.072 2.149 -3.531 -0.044 -0.026 0.040
Cl 1.631 -6.010 0.407 -0.001 -0.053 -0.086
Cl 6.738 -9.192 -3.018 0.011 -0.156 -0.022
H -2.864 4.276 -0.490 0.200 -0.139 0.110
Cl 8.406 -0.062 5.219 0.006 0.000 0.004
H -1.187 3.571 5.389 -0.084 -0.091 0.029
Cl 5.832 -11.726 -1.969 -0.005 0.011 -0.004
Cl 2.997 0.240 -6.355 -0.014 -0.029 -0.046
O 0.230 5.683 0.687 0.053 -0.015 -0.023
Cl -1.060 -7.032 0.351 -0.008 -0.004 0.004
Cl 6.497 -0.121 3.056 -0.019 -0.042 0.183
Cl -9.405 3.484 -0.093 0.014 -0.010 -0.002
H -2.022 2.177 6.119 0.129 0.178 -0.044
C 3.112 3.334 -2.717 -0.114 0.031 0.093
Cl 0.791 -5.861 -3.741 -0.028 0.161 -0.087
Cl -0.079 -1.413 8.664 0.001 0.004 0.015
C -1.115 -2.129 7.422 0.021 0.040 -0.074
Cl -1.841 -3.616 8.057 -0.014 -0.024 0.020
```
Positions in Å, forces in eV/Å.

Summary:
Gap between HOMO and LUMO = 5.66 eV
Total charge = -1
Electronic energy = -866652.990 eV
Highest occupied orbital energy = -4.415 eV

# C22H21BrCsN5O12

A structure of composition C22H21BrCsN5O12 (the ωB97M-V functional and the def2-TZVPD basis, the OMol25 dataset).

Structure (XYZ):
```
62
Properties=species:S:1:pos:R:3:forces:R:3
C -2.651 -4.709 -0.821 -0.057 -0.012 0.185
H 6.156 -3.254 0.528 -0.015 0.000 -0.004
O 1.199 -2.102 -1.896 0.130 -0.783 -1.523
C 4.122 -3.163 -0.119 -0.095 -0.013 -0.032
H 5.565 -2.288 -3.597 -0.028 -0.002 0.004
C -4.006 0.140 -1.554 -0.010 0.045 -0.112
C 1.044 2.629 1.768 0.230 0.218 0.406
H -2.662 2.455 -1.496 -0.004 -0.043 0.072
C 1.886 3.411 2.680 -0.533 -0.295 -0.035
C -2.123 -3.569 -1.406 -0.041 0.068 0.227
H 3.096 -2.374 -3.233 0.010 -0.002 0.006
N 3.312 3.425 2.545 0.686 0.907 -0.491
C -2.375 -2.314 0.452 -0.002 -0.080 0.122
O 0.222 5.704 5.645 -0.007 -0.198 -0.077
C 5.495 -3.083 -0.314 0.010 0.002 0.006
O 1.451 1.999 0.780 0.220 1.019 0.285
C -2.722 1.172 -3.259 0.060 0.205 0.033
C -0.530 3.819 -2.021 -0.049 0.020 -0.039
H 0.226 3.204 -1.518 0.003 0.010 -0.006
C -1.986 2.021 -2.233 -0.068 -0.129 -0.011
H -4.424 -0.839 -1.324 -0.021 0.010 0.032
Cs 0.704 -0.307 -0.170 0.327 -0.422 -0.233
C -1.332 1.716 1.367 -0.176 0.425 0.207
O 1.785 -4.484 0.415 -0.237 0.309 -0.216
H -3.223 -3.253 2.185 0.008 -0.006 -0.025
O 3.853 2.723 1.709 -0.138 -0.303 0.208
N 1.832 -2.908 -1.084 0.579 -0.266 -0.123
O -1.072 0.489 1.494 -0.987 0.509 0.692
H -4.828 0.857 -1.712 0.022 -0.031 0.010
H 3.721 -3.404 0.850 -0.033 -0.022 0.015
C -0.374 2.657 2.107 -0.201 -0.188 -0.111
Br -1.577 -3.676 -3.212 0.052 -0.022 -0.195
C -0.010 4.228 3.908 0.231 -0.457 -0.512
H -2.018 0.887 -4.041 -0.059 -0.015 -0.044
H -2.730 -5.643 -1.356 -0.001 -0.004 0.002
H -0.041 4.598 -2.606 0.027 -0.004 0.032
C 3.260 -2.924 -1.190 0.325 -0.044 -0.067
H -3.741 -5.479 2.041 0.014 0.031 -0.008
O -3.579 -5.694 1.117 -0.068 -0.201 0.025
H 7.098 -2.726 -1.696 -0.016 0.000 -0.009
H -3.403 0.488 -0.709 -0.007 -0.008 -0.027
C 6.024 -2.785 -1.559 0.008 0.008 -0.010
N -0.541 5.026 4.951 -0.132 0.628 0.297
O -2.281 2.238 0.747 0.188 -0.220 0.224
H -2.228 -1.349 0.929 -0.008 0.078 0.029
O 3.963 4.236 3.222 -0.235 -0.324 0.146
C 5.163 -2.541 -2.622 0.061 -0.009 0.018
H -1.273 1.401 -1.671 -0.103 -0.001 -0.082
N -1.978 -2.407 -0.815 -0.002 0.047 -0.207
H -1.933 3.456 3.281 0.009 -0.003 -0.005
C -2.923 -3.375 1.149 -0.015 -0.093 0.074
C -0.868 3.439 3.094 -0.061 0.213 0.262
C -3.057 -4.598 0.501 0.153 0.299 -0.179
O -1.759 5.051 5.120 0.063 -0.159 -0.035
H 2.019 4.767 4.316 0.025 0.032 0.039
O -3.248 -0.025 -2.739 0.022 -0.050 0.083
O -1.305 3.049 -2.921 0.131 0.053 -0.118
H -1.156 4.274 -1.247 -0.006 -0.015 0.007
C 1.354 4.192 3.695 -0.050 -0.030 0.079
N 1.140 -3.660 -0.301 0.012 -0.672 0.639
H -3.524 1.778 -3.714 0.022 -0.005 0.003
C 3.793 -2.598 -2.438 -0.165 -0.003 0.068
```
Positions in Å, forces in eV/Å.

Summary:
Gap between HOMO and LUMO = 6.06 eV
Total charge = -2
Electronic energy = -125758.856 eV
ΔE to the lowest compared entry with this formula, charge and spin = 150.4 kJ/mol
Highest occupied orbital energy = -2.298 eV

# C22H21BrN3O2PdSbSe4

A structure of composition C22H21BrN3O2PdSbSe4 (the ωB97M-V functional and the def2-TZVPD basis, the OMol25 dataset).

Structure (XYZ):
```
55
Properties=species:S:1:pos:R:3:forces:R:3
H 0.104 -2.292 6.275 -0.109 0.051 0.502
C 1.378 1.650 -0.820 1.035 3.358 1.991
Se -4.629 -2.459 -2.521 0.248 -0.621 0.515
H -1.101 3.815 1.878 -0.235 0.268 0.328
C 0.596 -3.436 4.560 -0.212 -0.606 -0.988
H 0.011 -2.115 1.234 -0.356 0.690 0.746
C 2.189 -1.377 3.777 -0.067 1.173 0.416
Br -0.174 -5.457 -0.193 0.300 -0.236 0.148
C 1.474 -1.263 4.956 0.008 -0.179 0.478
C -1.416 4.173 -0.181 0.223 -1.859 -1.434
C 0.686 -2.332 5.380 0.277 0.005 -0.709
C 0.444 -2.811 0.562 1.041 -1.137 -1.645
N 0.486 -1.089 -0.822 -0.400 0.120 -0.405
H -1.003 5.136 -0.236 0.482 1.136 0.384
H 2.224 3.362 0.233 -0.430 0.166 0.022
H -2.057 1.502 1.840 -0.106 0.024 1.040
H 2.803 -0.529 3.522 0.289 -0.020 -0.275
H 0.045 1.782 0.704 1.391 -0.566 -0.936
C -1.624 3.500 -1.390 -0.794 -0.080 -0.206
H 3.293 4.373 -1.698 -0.459 -1.041 -0.671
H 2.682 -2.477 2.029 -0.510 -0.073 0.029
H -4.008 0.338 -0.796 1.315 0.493 0.329
H 1.561 -0.372 5.580 0.023 -0.205 -0.248
C 2.724 3.419 -1.849 0.563 0.740 1.330
H 1.269 -1.231 -2.693 -0.012 0.979 0.158
H 2.251 0.767 -3.965 -0.478 0.594 0.921
Se -4.246 -0.589 -3.708 -0.230 1.180 -0.590
C 1.367 0.886 -1.938 0.324 -0.783 -2.064
C -1.523 3.423 0.967 0.429 0.704 1.258
O -0.504 -0.189 -2.864 0.181 -0.620 0.486
H -0.064 -4.273 4.818 0.297 0.346 -0.020
C 0.674 -0.463 -2.134 0.566 -0.796 0.517
H 0.718 -5.538 2.725 -0.221 0.373 -0.453
H 0.634 -0.433 -0.037 -0.216 -0.815 -0.304
Pd -2.329 -1.188 -2.154 -0.241 -0.054 0.548
N 0.779 -2.449 -0.632 -1.032 1.148 1.115
C 2.081 2.925 -0.744 -0.665 -1.843 -0.692
C -2.426 1.573 -0.203 -0.730 0.362 -1.402
C 0.549 -4.213 1.050 -0.746 0.700 -0.591
C 2.773 2.606 -2.968 -0.102 -0.785 -1.291
Se -1.173 1.183 -5.080 -0.058 -0.118 -0.099
C 0.789 -4.521 2.318 0.955 -0.320 0.916
C 2.081 1.399 -3.059 0.795 0.034 0.335
Sb -2.422 -0.930 -5.630 -0.522 0.547 -0.375
Se -1.159 -2.374 -4.119 0.822 -0.469 0.640
H -2.443 1.751 -2.339 0.039 -0.206 -0.211
C 2.046 -2.446 2.916 1.424 0.628 -0.051
C 1.234 -3.473 3.284 -1.794 -1.168 0.581
H -3.300 -0.057 0.589 0.385 -0.204 -0.176
C -2.204 2.225 -1.405 0.798 1.328 0.285
C -2.042 2.150 0.998 -0.061 -0.795 -1.141
H 3.444 2.839 -3.782 -0.133 0.312 -0.203
H -1.360 3.971 -2.339 -0.223 -0.045 0.272
N -3.066 0.323 -0.329 -1.640 -1.403 0.316
O 0.886 1.302 0.431 -1.428 -0.413 0.574
```
Positions in Å, forces in eV/Å.

Summary:
Multiplicity = 5
Gap between HOMO and LUMO (alpha / beta) = 6.98 / 5.75 eV
Electronic energy = -373161.672 eV
ΔE to the lowest compared entry with this formula, charge and spin = 58.7 kJ/mol
Highest occupied orbital energy (alpha / beta) = -7.372 / -7.876 eV

Question: Which of these has the lowest electronic energy?
Answer: C22H21BrCl60NOP2

Question: What is the electronic energy in the fourth record?
Answer: -373161.672 eV

Question: Which of these has the highest electronic energy?
Answer: C22H20N7O3PdS